No. 1
# C4H4F2O

An isolated molecule of C4H4F2O at a distorted geometry (wB97M-V/def2-TZVPD, the Open Molecules 2025 dataset).

Computed properties:
HOMO, eV: -10.3
E_tot, hartree: -429.71387
Energy above the lowest of the compared OMol25 structures with the same formula, charge and spin, eV: 1.626
Net charge: 0
LUMO energy, eV: 0.75
Orbital gap, eV: 11.06

Each line ends with the Mulliken charge.
Positions of all 11 atoms, in Å:
C1 0.0573 0.0132 0.4114  -0.18
C2 1.1285 1.0997 0.5761  -0.03
C3 -0.5508 -0.5131 -0.8623  -0.91
C4 -1.3437 0.4557 -0.0670  0.93
O1 2.1452 1.1871 -0.0673  -0.46
F1 -1.6588 1.7335 -0.4074  -0.28
F2 -2.4622 -0.0266 0.5589  -0.29
H1 0.0874 -0.5134 1.3931  0.33
H2 0.7155 1.7162 1.4168  0.28
H3 -0.3253 -0.3119 -1.8501  0.33
H4 -0.9639 -1.4504 -0.7371  0.27

=====

No. 2
# C40H54MoN9PSSi

A structure of composition C40H54MoN9PSSi at a distorted geometry (wB97M-V/def2-TZVPD, the Open Molecules 2025 dataset).

Computed properties:
HOMO (spin up / spin down), eV: -6.4 / -6.4
E_tot, hartree: -3146.81840
Energy above the lowest of the compared OMol25 structures with the same formula, charge and spin, eV: 0.380
Net charge: 0
LUMO energy (spin up / spin down), eV: -0.95 / -0.97
Orbital gap (spin up / spin down), eV: 5.42 / 5.46

Each line ends with the Mulliken charge.
Positions of all 107 atoms, in Å:
Mo1 -0.0575 0.8554 0.3472  -2.14
C1 -3.1181 -0.3266 -2.8678  -0.90
C2 -4.1077 -1.0836 -2.2194  -1.06
C3 -3.9796 -1.2793 -0.8800  -0.74
C4 -2.8783 -0.7276 -0.1677  -0.46
N1 -1.9174 0.0041 -0.8091  3.24
C5 -2.0774 0.1797 -2.1277  -0.83
N2 -2.8444 -1.0557 1.1155  -0.37
C6 -2.0622 -0.5441 2.0346  0.11
N3 -1.2565 0.5725 1.9100  1.38
C7 -0.8434 0.9267 3.1815  -0.61
N4 -0.2760 2.0427 3.5567  -0.19
C8 0.1535 3.0339 2.7911  -0.19
C9 0.5315 4.1985 3.5138  -0.55
C10 1.0871 5.2673 2.8822  -0.84
C11 1.2427 5.1875 1.4922  -0.94
C12 0.8275 4.0502 0.8460  -0.80
N5 0.2920 2.9742 1.4322  1.44
C13 -1.2417 -0.0816 4.1137  0.05
C14 -0.9707 -0.2695 5.4659  -0.27
C15 -1.5118 -1.3753 6.0836  -0.73
C16 -2.3035 -2.2874 5.3714  -0.84
C17 -2.5590 -2.1294 4.0256  -0.14
C18 -2.0220 -1.0137 3.3901  0.16
H1 -3.1821 -0.1322 -3.9268  0.53
H2 -4.9404 -1.4950 -2.7696  0.46
H3 -4.6916 -1.8422 -0.3013  0.59
H4 -1.3296 0.7850 -2.6261  0.15
H5 0.3718 4.1685 4.5779  0.56
H6 1.3950 6.1480 3.4254  0.43
H7 1.6823 5.9964 0.9331  0.53
H8 0.9416 4.0164 -0.2269  0.58
H9 -0.3536 0.4402 5.9916  0.56
H10 -1.3293 -1.5467 7.1352  0.42
H11 -2.7199 -3.1345 5.8962  0.44
H12 -3.1541 -2.8401 3.4697  0.54
C19 3.4138 1.8507 -0.8569  -0.87
C20 2.2139 2.2593 -1.6523  0.58
C21 2.3355 3.1037 -2.7401  -1.37
C22 1.1903 3.6101 -3.3584  -1.12
C23 -0.0402 3.3805 -2.7887  -0.96
C24 -0.0972 2.5953 -1.6212  0.96
N6 0.9999 1.8979 -1.2004  1.24
N7 -1.0982 2.4033 -0.7718  -0.12
Si1 -2.5064 3.4178 -0.6555  -0.07
C25 -2.0888 5.2436 -1.0604  -1.25
C26 -3.8852 2.8954 -1.8804  -1.17
C27 -3.0790 3.3642 1.1578  -0.97
H13 4.2773 1.6980 -1.4963  0.54
H14 3.2134 0.9650 -0.2649  -0.34
H15 3.6475 2.6593 -0.1624  0.36
H16 3.3134 3.3813 -3.0956  0.54
H17 1.2833 4.2170 -4.2477  0.42
H18 -0.9403 3.7961 -3.2043  0.59
H19 -1.9987 5.4339 -2.1242  0.37
H20 -1.1647 5.5657 -0.5911  0.34
H21 -2.8824 5.8825 -0.6892  0.44
H22 -3.5421 2.9245 -2.9123  0.31
H23 -4.7239 3.5792 -1.7961  0.50
H24 -4.2565 1.8938 -1.6851  0.26
H25 -2.3842 3.8958 1.8029  0.23
H26 -3.1723 2.3506 1.5377  0.15
H27 -4.0450 3.8468 1.2566  0.59
C28 3.7629 -3.6048 -0.9194  -2.14
C29 3.0807 -2.2505 -0.7306  2.76
C30 3.4897 -1.3472 -1.8969  -2.09
C31 3.5755 -1.6116 0.5725  -0.91
P1 1.1430 -2.2397 -0.6912  -1.40
N8 0.5739 -0.8556 -0.1854  0.73
C32 0.5627 -3.6586 0.4657  2.49
C33 1.2849 -3.4465 1.7971  -1.90
C34 -0.9256 -3.5102 0.7583  -2.01
C35 0.8190 -5.0693 -0.0553  -1.88
C36 0.5619 -2.5731 -2.5103  2.81
C37 1.2765 -3.6841 -3.2770  -1.99
C38 -0.9145 -2.9617 -2.4377  -2.36
C39 0.6764 -1.2451 -3.2668  -1.92
H28 4.8293 -3.4286 -1.0628  0.54
H29 3.3951 -4.1407 -1.7881  0.31
H30 3.6581 -4.2416 -0.0466  0.37
H31 4.5283 -1.0379 -1.7824  0.72
H32 2.8676 -0.4583 -1.9211  0.30
H33 3.4166 -1.8617 -2.8505  0.21
H34 4.4807 -1.0303 0.3986  0.46
H35 3.8169 -2.3536 1.3283  0.45
H36 2.8131 -0.9473 0.9733  -0.58
H37 1.1889 -2.4076 2.1171  0.23
H38 2.3338 -3.7183 1.7417  0.29
H39 0.8246 -4.0711 2.5622  0.61
H40 -1.1438 -2.4870 1.0422  -0.04
H41 -1.1954 -4.1501 1.5976  0.76
H42 -1.5578 -3.7891 -0.0770  0.23
H43 1.8484 -5.2316 -0.3488  0.25
H44 0.1736 -5.3030 -0.8971  0.32
H45 0.5841 -5.7737 0.7417  0.52
H46 1.2669 -4.6199 -2.7279  0.31
H47 2.3026 -3.4381 -3.5273  0.35
H48 0.7473 -3.8459 -4.2164  0.53
H49 -1.0293 -3.9943 -2.1184  0.34
H50 -1.3730 -2.8764 -3.4234  0.73
H51 -1.4520 -2.3107 -1.7567  0.34
H52 1.6336 -1.1347 -3.7666  0.38
H53 0.5471 -0.4178 -2.5677  0.31
H54 -0.0973 -1.1697 -4.0297  0.53
S1 3.1766 0.8969 3.7365  -0.49
C40 2.1739 0.8467 2.5259  1.41
N9 1.4888 0.7637 1.5619  -0.61

=====

No. 3
# C4H10S

An isolated molecule of C4H10S at a distorted geometry (wB97M-V/def2-TZVPD, the Open Molecules 2025 dataset).

Computed properties:
HOMO, eV: -8.4
E_tot, hartree: -556.55463
Energy above the lowest of the compared OMol25 structures with the same formula, charge and spin, eV: 0.745
Net charge: 0
LUMO energy, eV: 1.09
Orbital gap, eV: 9.51

Each line ends with the Mulliken charge.
Positions of all 15 atoms, in Å:
C1 -2.1951 0.5362 -1.8473  -1.18
C2 -0.8825 0.6921 -1.0412  -0.59
C3 -0.4105 -0.4431 -0.2643  -0.37
C4 1.5388 -0.9947 1.9121  -0.76
H1 -2.9637 0.6355 -1.1014  0.33
H2 -2.2502 1.2212 -2.6337  0.36
H3 -2.1746 -0.4877 -2.3671  0.25
H4 -0.2154 1.0844 -1.7522  0.37
H5 -1.1942 1.4811 -0.3461  0.28
H6 -0.0833 -1.3207 -0.8839  0.30
H7 -1.2416 -0.9229 0.4178  0.31
H8 0.7295 -1.1421 2.6377  0.27
H9 2.3220 -0.3761 2.4196  0.27
H10 1.9494 -1.9066 1.4588  0.25
S1 1.0511 0.1870 0.5997  -0.11